[1]
C5H11NO | wB97M-V/def2-TZVPD

Each atom is followed by the atoms it is bonded to, with distances in Å.
Cartesian coordinates (Å):
1 C 1.550 -1.295 1.213  C4 1.558, H7 1.075, H8 1.084, H9 1.075
2 N 0.019 -1.382 -0.959  C3 1.445, H10 1.012, H11 1.033
3 C 0.314 -0.019 -0.582  N2 1.445, C4 1.424, C6 1.422
4 C 1.174 0.064 0.551  C1 1.558, C3 1.424, H12 1.083
5 C -1.685 1.066 -1.694  C6 1.373, H13 1.082, H14 1.112
6 C -0.413 1.047 -1.179  C3 1.422, C5 1.373
7 H 2.319 -1.850 0.708  C1 1.075
8 H 1.822 -1.079 2.240  C1 1.084
9 H 0.648 -1.878 1.161  C1 1.075
10 H -0.464 -1.818 -0.185  N2 1.012
11 H -0.528 -1.443 -1.834  N2 1.033
12 H 1.935 0.833 0.505  C4 1.083
13 H -2.456 0.917 -0.949  C5 1.082
14 H -2.077 1.568 -2.606  C5 1.112
15 H 0.264 2.140 -2.358  no bonds
16 H -0.353 0.554 1.518  O18 0.971
17 H -1.089 1.770 2.236  O18 0.971
18 O -0.981 0.805 2.215  H16 0.971, H17 0.971

**E_LUMO**: -0.0176 Eh
**Charge**: 0
**Molar mass**: 101.15 g mol⁻¹
**HOMO level**: -8.14 eV
**Kohn-Sham gap**: 0.281 hartree
**Relative energy (zero: lowest compared OMol25 entry of this formula, charge and spin)**: 155.03 kcal per mole
**Electronic energy**: -8894.9744 eV
**2S+1**: 1
**Maximum force**: 7.2 eV Å⁻¹

---

[2]
C42H104N8O8 | wB97M-V/def2-TZVPD

Each atom is followed by the atoms it is bonded to, with distances in Å.
Cartesian coordinates (Å):
1 C -29.995 -7.525 25.170  C2 1.511, H12 1.092, H13 1.103, H14 1.094
2 C -30.366 -7.526 23.705  C1 1.511, C3 1.531, C4 1.509, N10 1.464
3 C -31.777 -8.104 23.571  C2 1.531, H15 1.087, H16 1.093, H17 1.097
4 C -30.333 -6.118 23.163  C2 1.509, C5 1.515, H18 1.099, H19 1.090
5 C -30.352 -6.039 21.650  C4 1.515, C6 1.532, H20 1.095, H21 1.085
6 C -29.163 -6.818 21.079  C5 1.532, C7 1.532, H22 1.096, H23 1.096
7 C -29.111 -8.274 21.554  C6 1.532, C8 1.523, C9 1.511, N10 1.458
8 C -30.102 -9.105 20.751  C7 1.523, H24 1.090, H25 1.096, H26 1.092
9 C -27.713 -8.798 21.325  C7 1.511, H27 1.087, H28 1.092, H29 1.096
10 N -29.370 -8.325 22.988  C2 1.464, C7 1.458, O11 1.408
11 O -29.319 -9.649 23.465  N10 1.408, H30 0.964
12 H -30.826 -7.311 25.846  C1 1.092
13 H -29.731 -8.536 25.523  C1 1.103
14 H -29.089 -6.959 25.407  C1 1.094
15 H -32.285 -7.969 22.620  C3 1.087
16 H -31.742 -9.164 23.835  C3 1.093
17 H -32.408 -7.641 24.339  C3 1.097
18 H -31.231 -5.625 23.560  C4 1.099
19 H -29.508 -5.545 23.587  C4 1.090
20 H -31.280 -6.496 21.294  C5 1.095
21 H -30.339 -4.990 21.370  C5 1.085
22 H -28.230 -6.291 21.307  C6 1.096
23 H -29.242 -6.872 19.987  C6 1.096
24 H -30.057 -10.165 21.004  C8 1.090
25 H -29.888 -9.036 19.678  C8 1.096
26 H -31.131 -8.761 20.867  C8 1.092
27 H -27.614 -9.795 21.748  C9 1.087
28 H -26.944 -8.136 21.728  C9 1.092
29 H -27.473 -8.887 20.259  C9 1.096
30 H -28.496 -9.707 23.964  O11 0.964
31 C -26.105 -11.421 23.263  C32 1.529, H42 1.088, H43 1.095, H44 1.093
32 C -25.928 -12.734 24.026  C31 1.529, C33 1.527, C34 1.509, N40 1.459
33 C -27.052 -13.657 23.563  C32 1.527, H45 1.095, H46 1.097, H47 1.090
34 C -24.609 -13.406 23.735  C32 1.509, C35 1.514, H48 1.094, H49 1.095
35 C -23.461 -12.845 24.547  C34 1.514, C36 1.512, H50 1.090, H51 1.095
36 C -23.732 -13.046 26.021  C35 1.512, C37 1.530, H52 1.093, H53 1.096
37 C -25.034 -12.400 26.503  C36 1.530, C38 1.528, C39 1.531, N40 1.456
38 C -25.598 -13.164 27.700  C37 1.528, H54 1.090, H55 1.096, H56 1.088
39 C -24.707 -10.967 26.930  C37 1.531, H57 1.080, H58 1.095, H59 1.094
40 N -26.045 -12.488 25.460  C32 1.459, C37 1.456, O41 1.401
41 O -27.276 -11.912 25.801  N40 1.401, H60 0.966
42 H -25.363 -10.646 23.441  C31 1.088
43 H -26.215 -11.652 22.198  C31 1.095
44 H -27.085 -11.046 23.567  C31 1.093
45 H -28.029 -13.166 23.511  C33 1.095
46 H -26.866 -13.939 22.519  C33 1.097
47 H -27.144 -14.542 24.191  C33 1.090
48 H -24.685 -14.489 23.871  C34 1.094
49 H -24.384 -13.255 22.674  C34 1.095
50 H -22.534 -13.340 24.259  C35 1.090
51 H -23.357 -11.773 24.344  C35 1.095
52 H -22.920 -12.633 26.624  C36 1.093
53 H -23.749 -14.122 26.230  C36 1.096
54 H -26.615 -12.860 27.945  C38 1.090
55 H -25.003 -12.927 28.589  C38 1.096
56 H -25.561 -14.237 27.530  C38 1.088
57 H -24.063 -10.421 26.255  C39 1.080
58 H -24.278 -11.031 27.935  C39 1.095
59 H -25.640 -10.423 27.110  C39 1.094
60 H -27.789 -12.628 26.196  O41 0.966
61 C -20.620 -3.347 21.787  O62 1.410, H67 1.100, H68 1.093, H69 1.092
62 O -20.693 -1.979 22.121  C61 1.410, C63 1.423
63 C -19.947 -1.665 23.290  O62 1.423, C64 1.514, H70 1.103, H71 1.107
64 C -20.215 -0.239 23.723  C63 1.514, C65 1.508, N66 1.488, H72 1.097
65 C -19.273 0.225 24.804  C64 1.508, H73 1.086, H74 1.090, H75 1.097
66 N -21.615 -0.096 24.205  C64 1.488, H76 1.022, H77 1.019
67 H -21.531 -3.865 22.122  C61 1.100
68 H -19.763 -3.864 22.226  C61 1.093
69 H -20.593 -3.419 20.697  C61 1.092
70 H -20.211 -2.361 24.105  C63 1.103
71 H -18.861 -1.769 23.096  C63 1.107
72 H -20.173 0.355 22.801  C64 1.097
73 H -19.679 1.129 25.248  C65 1.086
74 H -18.257 0.369 24.437  C65 1.090
75 H -19.239 -0.545 25.585  C65 1.097
76 H -21.768 -0.842 24.887  N66 1.022
77 H -22.231 -0.344 23.432  N66 1.019
78 C -26.539 -1.015 18.079  O79 1.402, H84 1.102, H85 1.100, H86 1.090
79 O -26.605 -0.865 19.472  C78 1.402, C80 1.402
80 C -25.417 -0.376 20.033  O79 1.402, C81 1.523, H87 1.107, H88 1.104
81 C -25.451 -0.568 21.544  C80 1.523, C82 1.515, N83 1.477, H89 1.092
82 C -26.597 0.212 22.157  C81 1.515, H90 1.092, H91 1.098, H92 1.089
83 N -24.179 -0.144 22.162  C81 1.477, H93 1.020, H94 1.027
84 H -26.066 -1.965 17.780  C78 1.102
85 H -25.966 -0.222 17.576  C78 1.100
86 H -27.547 -1.004 17.666  C78 1.090
87 H -24.545 -0.937 19.645  C80 1.107
88 H -25.238 0.678 19.758  C80 1.104
89 H -25.532 -1.649 21.676  C81 1.092
90 H -27.552 0.042 21.654  C82 1.092
91 H -26.407 1.283 22.015  C82 1.098
92 H -26.742 0.019 23.219  C82 1.089
93 H -24.088 0.868 22.246  N83 1.020
94 H -23.502 -0.328 21.412  N83 1.027
95 C -17.728 -5.757 19.728  O96 1.419, H101 1.089, H102 1.096, H103 1.099
96 O -17.777 -6.614 20.857  C95 1.419, C97 1.415
97 C -19.100 -6.931 21.247  O96 1.415, C98 1.509, H104 1.107, H105 1.108
98 C -19.158 -7.823 22.462  C97 1.509, C99 1.521, N100 1.474, H106 1.098
99 C -18.423 -7.229 23.655  C98 1.521, H107 1.095, H108 1.087, H109 1.093
100 N -18.733 -9.213 22.211  C98 1.474, H110 1.016, H111 1.019
101 H -16.710 -5.380 19.641  C95 1.089
102 H -18.414 -4.908 19.827  C95 1.096
103 H -17.967 -6.295 18.800  C95 1.099
104 H -19.719 -6.029 21.414  C97 1.107
105 H -19.618 -7.430 20.404  C97 1.108
106 H -20.228 -7.871 22.706  C98 1.098
107 H -17.472 -6.781 23.351  C99 1.095
108 H -18.208 -7.990 24.401  C99 1.087
109 H -19.013 -6.398 24.049  C99 1.093
110 H -19.050 -9.508 21.292  N100 1.016
111 H -17.717 -9.235 22.145  N100 1.019
112 C -29.938 -3.232 25.619  O113 1.404, H118 1.097, H119 1.087, H120 1.102
113 O -30.684 -3.270 26.808  C112 1.404, C114 1.398
114 C -31.784 -4.120 26.667  O113 1.398, C115 1.502, H121 1.100, H122 1.103
115 C -32.401 -4.353 28.016  C114 1.502, C116 1.536, N117 1.464, H123 1.093
116 C -31.629 -5.416 28.810  C115 1.536, H124 1.101, H125 1.086, H126 1.093
117 N -33.823 -4.679 27.897  C115 1.464, H127 1.006, H128 1.008
118 H -29.500 -4.210 25.385  C112 1.097
119 H -29.146 -2.490 25.681  C112 1.087
120 H -30.609 -2.939 24.795  C112 1.102
121 H -32.528 -3.699 25.974  C114 1.100
122 H -31.445 -5.078 26.236  C114 1.103
123 H -32.334 -3.449 28.628  C115 1.093
124 H -31.468 -6.317 28.198  C116 1.101
125 H -32.191 -5.707 29.692  C116 1.086
126 H -30.606 -5.084 29.006  C116 1.093
127 H -34.372 -4.207 28.594  N117 1.006
128 H -34.008 -5.671 27.905  N117 1.008
129 C -23.954 -3.390 23.794  O130 1.421, H135 1.100, H136 1.082, H137 1.096
130 O -23.534 -4.474 24.610  C129 1.421, C131 1.417
131 C -23.796 -5.733 24.014  O130 1.417, C132 1.521, H138 1.104, H139 1.102
132 C -23.502 -6.832 25.024  C131 1.521, C133 1.515, N134 1.499, H140 1.101
133 C -22.037 -6.986 25.382  C132 1.515, H141 1.098, H142 1.091, H143 1.090
134 N -23.967 -8.161 24.509  C132 1.499, H144 1.020, H145 1.010
135 H -23.804 -3.623 22.730  C129 1.100
136 H -23.406 -2.509 24.102  C129 1.082
137 H -25.041 -3.275 23.886  C129 1.096
138 H -24.868 -5.780 23.753  C131 1.104
139 H -23.146 -5.918 23.143  C131 1.102
140 H -24.059 -6.656 25.958  C132 1.101
141 H -21.560 -6.025 25.614  C133 1.098
142 H -21.452 -7.368 24.545  C133 1.091
143 H -21.948 -7.553 26.309  C133 1.090
144 H -24.960 -8.079 24.289  N134 1.020
145 H -23.916 -8.829 25.266  N134 1.010
146 C -20.195 -3.823 27.680  O147 1.392, H152 1.086, H153 1.093, H154 1.106
147 O -19.317 -3.199 26.797  C146 1.392, C148 1.427
148 C -18.060 -3.869 26.690  O147 1.427, C149 1.537, H155 1.097, H156 1.098
149 C -17.087 -3.474 27.812  C148 1.537, C150 1.522, N151 1.467, H157 1.095
150 C -16.717 -2.002 27.693  C149 1.522, H158 1.087, H159 1.092, H160 1.095
151 N -15.881 -4.303 27.719  C149 1.467, H161 1.010, H162 1.009
152 H -21.092 -3.221 27.791  C146 1.086
153 H -19.719 -4.089 28.627  C146 1.093
154 H -20.551 -4.775 27.243  C146 1.106
155 H -18.242 -4.943 26.567  C148 1.097
156 H -17.611 -3.454 25.778  C148 1.098
157 H -17.545 -3.726 28.775  C149 1.095
158 H -17.566 -1.344 27.527  C150 1.087
159 H -15.968 -1.882 26.908  C150 1.092
160 H -16.264 -1.673 28.634  C150 1.095
161 H -16.045 -5.200 27.282  N151 1.010
162 H -15.094 -3.861 27.269  N151 1.009

**E_LUMO**: 0.0160 Eh
**Charge**: 0
**Molar mass**: 849.34 g mol⁻¹
**HOMO level**: -7.96 eV
**Kohn-Sham gap**: 0.309 hartree
**Structure (SMILES)**: CC1(C)CCCC(C)(C)N1O.CC1(C)CCCC(C)(C)N1O.COC[C@H](C)N.COC[C@H](C)N.COC[C@H](C)N.COC[C@H](C)N.COC[C@H](C)N.COC[C@H](C)N
**Relative energy (zero: lowest compared OMol25 entry of this formula, charge and spin)**: 27.03 kcal per mole
**Electronic energy**: -73535.6252 eV
**2S+1**: 1
**Maximum force**: 1.8 eV Å⁻¹

---

[3]
CH2FOPS | wB97M-V/def2-TZVPD

Each atom is followed by the atoms it is bonded to, with distances in Å.
Cartesian coordinates (Å):
1 C 1.173 -0.065 -0.835  P2 1.642, H6 1.107, H7 1.196
2 P 0.696 -0.850 0.526  C1 1.642, S3 2.171
3 S -0.921 0.536 0.944  P2 2.171, O4 1.604, F5 1.626
4 O -1.926 0.005 -0.188  S3 1.604
5 F -1.505 0.063 2.386  S3 1.626
6 H 1.897 -0.549 -1.517  C1 1.107
7 H 0.586 0.859 -1.317  C1 1.196

**E_LUMO**: -0.0278 Eh
**Charge**: 0
**Molar mass**: 112.06 g mol⁻¹
**HOMO level**: -9.56 eV
**Kohn-Sham gap**: 0.324 hartree
**Structure (SMILES)**: C=P#S(=O)F
**Relative energy (zero: lowest compared OMol25 entry of this formula, charge and spin)**: 63.73 kcal per mole
**Electronic energy**: -25955.7460 eV
**2S+1**: 1
**Maximum force**: 5.5 eV Å⁻¹